167
Properties=species:S:1:pos:R:3:mulliken_charge:R:1 method="wB97M-V/def2-TZVPD" energy_ev=-187389.9697 lumo_energy_ev=0.107 de_lowest_ev=2.805 homo_lumo_gap_ev=8.20
O 3.10 -1.51 7.09 -0.9065
P 3.24 -0.08 6.79 0.0112
N 2.39 0.42 5.48 0.6047
C 1.47 -0.52 4.89 -0.9773
C 2.78 1.52 4.65 -1.1694
N 4.83 0.35 6.56 0.4905
C 5.73 -0.60 5.98 -1.1218
C 5.32 1.69 6.78 -1.0672
N 2.74 0.89 8.02 0.3158
C 1.88 2.04 7.76 -0.8264
C 3.15 0.59 9.38 -1.0306
H 0.54 -0.01 4.69 0.3839
H 1.24 -1.29 5.63 0.3793
H 1.95 -1.00 4.04 0.1897
H 2.68 2.49 5.15 0.1340
H 2.19 1.54 3.74 0.6365
H 3.84 1.41 4.41 0.1889
H 5.16 -1.43 5.60 0.2933
H 6.36 -0.14 5.20 0.3548
H 6.52 -0.79 6.72 0.3035
H 6.10 1.75 7.57 0.3075
H 5.93 2.04 5.91 0.3627
H 4.52 2.41 6.91 0.3141
H 1.75 2.63 8.68 0.3324
H 2.34 2.74 7.05 0.2653
H 0.89 1.75 7.41 0.2699
H 3.12 1.48 10.00 0.3457
H 4.11 0.08 9.40 0.3143
H 2.42 -0.12 9.80 0.3079
O -6.59 0.10 0.14 -0.8859
P -5.69 0.76 1.08 0.3535
N -6.28 2.12 1.82 0.1884
C -7.75 2.12 2.01 -1.0088
C -5.59 2.85 2.86 -1.1315
N -4.26 1.27 0.41 0.3389
C -3.73 2.61 0.38 -0.9586
C -3.49 0.26 -0.35 -0.9567
N -5.16 -0.28 2.28 0.5007
C -5.97 -1.42 2.66 -0.8153
C -3.93 -0.06 3.00 -0.9676
H -8.00 1.48 2.88 0.3190
H -8.25 1.78 1.12 0.3295
H -8.07 3.13 2.26 0.3316
H -5.77 2.37 3.85 0.3377
H -6.01 3.86 2.98 0.3580
H -4.52 2.97 2.68 0.3467
H -2.90 2.78 1.08 0.1984
H -3.41 2.80 -0.65 0.2631
H -4.50 3.31 0.70 0.4002
H -3.63 0.48 -1.43 0.3905
H -2.42 0.38 -0.15 0.1433
H -3.82 -0.75 -0.10 0.2912
H -7.01 -1.26 2.40 0.2542
H -5.65 -2.37 2.18 0.0993
H -5.76 -1.66 3.71 0.4199
H -4.03 0.73 3.75 0.1515
H -3.07 -0.04 2.34 0.2805
H -3.77 -0.94 3.64 0.4662
O -1.45 3.28 -3.00 -0.7507
P -1.45 3.18 -4.47 -0.1907
N -2.73 2.50 -5.23 0.4946
C -2.99 1.06 -5.12 -0.6766
C -3.86 3.26 -5.65 -1.0507
N -0.25 2.17 -5.01 0.6388
C 0.00 1.84 -6.39 -1.2193
C 0.67 1.65 -4.06 -1.2930
N -1.26 4.65 -5.19 0.3166
C -1.23 4.84 -6.65 -1.2000
C -1.12 5.84 -4.34 -0.9198
H -3.82 0.82 -5.78 0.4534
H -3.14 0.80 -4.07 -0.0914
H -2.20 0.45 -5.57 0.2576
H -4.62 3.32 -4.86 0.3043
H -4.35 2.79 -6.50 0.3790
H -3.63 4.27 -5.99 0.3613
H 0.92 2.29 -6.76 0.3092
H 0.10 0.74 -6.48 0.4223
H -0.88 2.06 -6.98 0.4234
H 1.12 2.46 -3.44 0.0597
H 0.11 1.19 -3.24 0.2686
H 1.49 1.06 -4.44 0.7116
H -1.81 5.73 -6.94 0.4319
H -0.20 4.99 -6.98 0.2849
H -1.67 3.96 -7.10 0.4518
H -0.68 6.62 -4.96 0.4359
H -0.31 5.65 -3.62 0.0946
H -2.02 6.07 -3.78 0.2555
C -5.27 -6.65 -1.10 -0.9050
S -3.54 -6.18 -0.78 0.4294
O -3.06 -5.60 -2.07 -0.5321
C -3.89 -4.78 0.32 -0.8853
H -5.84 -6.21 -0.29 0.3183
H -5.41 -7.73 -1.10 0.3341
H -5.60 -6.18 -2.02 0.2650
H -2.94 -4.26 0.33 0.0791
H -4.13 -5.29 1.26 0.4755
H -4.70 -4.14 -0.02 0.4036
C 2.90 -3.30 -1.59 0.2321
S 2.44 -3.46 -3.31 0.3007
O 1.12 -2.79 -3.42 -0.4862
C 3.76 -2.52 -4.08 -0.6202
H 3.76 -3.92 -1.30 0.5504
H 2.10 -3.66 -0.95 -0.3377
H 3.13 -2.26 -1.37 -0.2235
H 4.11 -1.68 -3.47 -0.1284
H 3.39 -2.28 -5.07 0.3657
H 4.64 -3.15 -4.28 0.4451
C 3.07 -6.56 0.78 -0.9677
S 1.76 -5.71 1.70 0.5494
O 0.98 -4.91 0.71 -0.6022
C 0.71 -7.11 2.13 -1.1048
H 3.22 -7.64 0.78 0.4313
H 3.96 -6.19 1.31 0.3537
H 3.19 -6.15 -0.22 0.2425
H 1.28 -7.73 2.83 0.4122
H 0.53 -7.80 1.31 0.3194
H -0.18 -6.68 2.58 0.3346
C 4.70 0.04 1.62 0.2134
S 5.43 -1.61 1.59 0.3894
O 5.94 -1.77 2.97 -0.5984
C 3.85 -2.52 1.64 -0.2853
H 3.97 0.17 0.83 -0.0937
H 5.59 0.65 1.54 0.4684
H 4.21 0.14 2.58 -0.4291
H 3.92 -3.57 1.37 0.0865
H 3.05 -1.96 1.15 -0.1507
H 3.62 -2.48 2.71 0.4254
C 4.56 2.92 -2.22 -0.6896
S 5.13 1.20 -2.18 0.7342
O 4.07 0.43 -2.89 -0.5764
C 6.47 1.42 -3.38 -1.1369
H 5.35 3.62 -2.00 0.5295
H 3.67 2.96 -1.60 -0.3106
H 4.20 3.02 -3.25 0.3189
H 6.55 0.53 -3.99 0.3597
H 7.41 1.58 -2.86 0.3458
H 6.15 2.22 -4.04 0.3477
C 1.01 3.90 -0.79 1.0922
S 1.40 4.98 0.59 0.5975
O 2.14 6.13 0.00 -0.6931
C -0.30 5.55 0.78 -0.6535
H 1.79 3.20 -1.04 -1.2024
H 0.79 4.54 -1.65 -0.0824
H 0.09 3.32 -0.62 0.1611
H -0.96 4.74 1.06 0.0858
H -0.61 5.92 -0.20 0.2491
H -0.33 6.37 1.49 0.4020
C -0.31 -2.02 -0.69 -0.0268
S -0.09 -0.33 -0.15 0.7841
O 0.11 -0.30 1.33 -0.6506
C 1.45 0.15 -0.92 1.6170
H 0.43 -2.61 -0.12 -0.2260
H -0.40 -2.28 -1.73 0.3142
H -1.23 -2.34 -0.17 -0.0332
H 1.32 -0.24 -1.93 0.0083
H 2.32 -0.28 -0.42 -1.0651
H 1.60 1.22 -0.90 -0.6992
C -3.24 -3.14 -4.27 -0.3056
S -2.66 -4.00 -5.73 0.4913
O -3.12 -3.23 -6.93 -0.6881
C -0.94 -3.57 -5.63 -0.7642
H -2.44 -3.25 -3.53 -0.0050
H -4.18 -3.55 -3.91 0.3627
H -3.39 -2.07 -4.41 0.0857
H -0.39 -4.18 -4.90 0.3011
H -0.65 -2.54 -5.41 0.1244
H -0.51 -3.84 -6.60 0.4134


57
Properties=species:S:1:pos:R:3:mulliken_spin:R:1 method="wB97M-V/def2-TZVPD" multiplicity=5 energy_ev=-145253.0547 charge=+2 lumo_energy_ev="-7.110 / -8.108" homo_lumo_gap_ev="6.38 / 6.15"
Ru -0.51 -0.62 1.49 2.5402
Br 3.72 1.57 -7.37 0.0061
C 3.71 0.06 -6.27 0.0278
C 2.52 -0.33 -5.65 -0.0092
C 2.50 -1.43 -4.84 0.0172
C 3.68 -2.15 -4.65 0.0663
C 4.87 -1.79 -5.29 0.0333
C 4.88 -0.67 -6.10 -0.0139
N 3.76 -3.31 -3.86 0.1476
N 2.93 -3.72 -3.10 0.3362
C 1.96 -3.28 -2.26 0.1097
C 0.84 -4.11 -2.07 0.0656
C -0.18 -3.79 -1.21 0.0001
C -0.08 -2.63 -0.43 0.0749
O -0.98 -2.28 0.44 0.1006
C 1.09 -1.80 -0.57 0.0471
N 1.14 -0.72 0.26 -0.0286
C 2.20 0.07 0.25 0.0354
C 3.28 -0.17 -0.60 -0.0017
C 3.25 -1.25 -1.44 0.0284
C 2.13 -2.10 -1.45 0.0101
H 1.61 0.24 -5.84 0.0005
H 1.57 -1.76 -4.38 0.0002
H 5.75 -2.40 -5.15 -0.0021
H 5.79 -0.36 -6.60 0.0000
H 0.79 -5.03 -2.65 -0.0079
H -1.04 -4.42 -1.10 -0.0017
H 2.18 0.91 0.93 0.0007
H 4.14 0.49 -0.57 -0.0002
H 4.10 -1.45 -2.08 0.0093
Cl 0.23 -0.28 6.38 -0.0005
C -1.18 -0.57 5.40 0.0017
Cl -2.48 0.60 5.74 0.0049
C -0.87 -0.50 3.92 -0.0159
O -1.71 -0.99 3.08 0.0135
O 0.19 0.00 3.46 0.0570
H -1.58 -1.56 5.62 0.0008
C -1.24 4.59 2.69 0.0008
C -1.29 3.20 3.30 0.0062
N -2.49 2.45 2.89 0.0099
C -2.63 1.71 1.81 0.0212
S -1.29 1.51 0.69 0.2958
N -3.77 1.10 1.54 0.0194
C -4.98 1.15 2.37 0.0005
C -5.77 2.44 2.18 0.0024
H -0.36 5.11 3.04 -0.0002
H -2.12 5.18 2.98 0.0000
H -1.20 4.54 1.60 -0.0006
H -1.32 3.25 4.39 0.0009
H -0.42 2.61 3.03 -0.0064
H -3.31 2.57 3.47 0.0002
H -3.80 0.58 0.67 -0.0030
H -4.68 1.00 3.41 0.0003
H -5.57 0.29 2.10 -0.0002
H -5.19 3.33 2.42 -0.0005
H -6.65 2.42 2.83 -0.0001
H -6.11 2.53 1.15 -0.0001


16
Properties=species:S:1:pos:R:3:nbo_charge:R:1 method="wB97M-V/def2-TZVPD" energy_ev=-49242.6247 lumo_energy_ev=-1.375 de_lowest_ev=0.044 homo_lumo_gap_ev=6.08
O -2.46 0.15 0.13 -0.8505
C -2.67 -1.26 0.06 -0.2593
Ca -0.93 1.16 -0.85 1.7669
H -2.37 -1.72 1.01 0.2070
H -3.73 -1.47 -0.14 0.1984
H -2.02 -1.67 -0.72 0.2009
O 0.67 2.42 -0.33 -0.8854
H -2.75 0.62 1.01 0.5229
N 1.13 1.50 -1.36 -0.8949
S 2.36 0.65 -0.84 2.1639
O 2.60 -0.46 -1.77 -0.9508
O 3.51 1.44 -0.39 -0.9228
C 1.80 -0.18 0.77 0.7085
F 2.39 -1.35 0.94 -0.3059
F 0.47 -0.40 0.68 -0.3987
F 2.01 0.58 1.83 -0.3002


25
Properties=species:S:1:pos:R:3:nbo_charge:R:1 method="wB97M-V/def2-TZVPD" energy_ev=-16473.6970 charge=+1 lumo_energy_ev="-4.450 / -4.323" de_lowest_ev=9.167 homo_lumo_gap_ev="7.50 / 7.98"
H 0.89 3.04 0.47 0.3626
N 0.44 2.12 0.65 -0.4163
N 1.08 1.19 0.06 0.0672
C 2.02 1.34 -1.03 -0.4404
C 0.49 -0.14 -0.05 0.2083
C 1.66 -1.20 0.09 0.3352
O 1.60 -2.29 -0.77 -0.6956
N 2.65 -0.79 0.76 -0.0362
O 2.57 0.38 1.18 -0.3865
C -0.52 -0.42 -1.02 -0.2309
N -0.81 -0.47 0.37 -0.2050
C -1.74 0.56 0.86 -0.4617
C -1.01 -1.72 1.18 -0.4137
H 2.42 0.39 -1.27 0.2510
H 1.41 1.91 -1.82 0.2285
H 2.65 2.17 -0.71 0.2577
H 2.47 -2.66 -0.86 0.5181
H -1.07 0.33 -1.54 0.2500
H -0.39 -1.25 -1.66 0.2766
H -2.76 0.20 0.59 0.2363
H -1.70 0.73 2.02 0.2625
H -1.35 1.58 0.48 0.2811
H -0.47 -1.69 2.14 0.2544
H -2.05 -1.83 1.34 0.2385
H -0.50 -2.63 0.67 0.2582


92
Properties=species:S:1:pos:R:3:mulliken_spin:R:1 method="wB97M-V/def2-TZVPD" multiplicity=3 energy_ev=-188375.8250 charge=-1 lumo_energy_ev="2.606 / 2.620" de_lowest_ev=1.575 homo_lumo_gap_ev="5.79 / 7.25"
Mo -0.29 -0.36 0.24 2.3621
S 2.10 -0.28 -0.65 0.0032
C 1.72 1.40 -0.52 0.0926
C 2.57 2.47 -0.76 -0.0460
C 2.08 3.76 -0.66 0.0675
C 0.74 3.94 -0.33 -0.0303
C -0.05 2.83 -0.08 0.0990
N 0.43 1.58 -0.14 -0.0685
H 3.60 2.27 -1.03 -0.0018
H 2.73 4.61 -0.82 0.0084
H 0.31 4.93 -0.27 -0.0011
H -1.09 2.92 0.19 0.0048
C -3.65 -2.73 0.44 0.0076
As -2.70 -1.62 -0.92 0.0425
C -4.52 -1.45 -1.88 -0.0024
C -1.93 -1.96 -2.73 0.0484
S -2.62 0.44 -0.32 -0.0045
H -4.08 -3.60 -0.06 -0.0039
H -4.45 -2.09 0.81 0.0024
H -3.01 -3.04 1.25 0.0070
H -4.79 -2.38 -2.38 0.0006
H -4.47 -0.65 -2.63 -0.0006
H -5.31 -1.20 -1.17 0.0010
H -2.27 -2.93 -3.09 -0.0021
H -0.85 -1.94 -2.69 -0.0077
H -2.30 -1.18 -3.39 -0.0034
C 1.03 1.79 3.01 0.0461
Si 0.14 0.11 2.68 -0.4141
C 1.34 -1.15 3.60 0.0220
C 0.70 -2.54 3.65 -0.0106
C 1.75 -0.73 5.01 0.0011
C 2.63 -1.26 2.77 0.0380
C -1.53 0.33 3.68 0.0553
C -1.35 0.38 5.20 0.0019
C -2.18 1.65 3.24 0.0242
C -2.51 -0.80 3.35 0.0021
H 1.12 2.02 4.07 -0.0006
H 0.50 2.62 2.54 -0.0024
H 2.04 1.78 2.59 -0.0011
H -0.19 -2.54 4.29 -0.0009
H 1.41 -3.27 4.05 -0.0003
H 0.41 -2.85 2.65 0.0020
H 0.92 -0.73 5.71 -0.0002
H 2.20 0.27 5.02 0.0006
H 2.51 -1.43 5.39 -0.0005
H 2.41 -1.60 1.76 -0.0090
H 3.31 -1.99 3.22 -0.0007
H 3.15 -0.30 2.70 0.0033
H -0.62 1.13 5.50 0.0006
H -1.04 -0.59 5.59 0.0002
H -2.31 0.63 5.68 0.0000
H -1.57 2.51 3.54 0.0021
H -3.17 1.76 3.70 -0.0006
H -2.31 1.68 2.15 -0.0024
H -2.11 -1.77 3.65 -0.0009
H -2.69 -0.84 2.27 -0.0025
H -3.47 -0.65 3.86 -0.0003
C -0.83 -2.20 0.06 -0.4183
Ge -0.52 -4.11 -0.03 0.1090
C -1.73 -5.24 1.07 -0.0066
C -2.85 -5.92 0.60 0.0014
C -3.68 -6.63 1.47 -0.0001
C -3.41 -6.65 2.83 0.0012
C -2.30 -5.98 3.31 -0.0007
C -1.47 -5.29 2.44 -0.0037
C -0.31 -4.86 -1.87 -0.0012
C 0.68 -4.29 -2.66 -0.0085
C 0.91 -4.73 -3.95 -0.0019
C 0.16 -5.77 -4.48 -0.0003
C -0.80 -6.38 -3.69 -0.0004
C -1.03 -5.94 -2.39 -0.0003
C 1.28 -4.60 0.65 0.0049
C 2.35 -3.72 0.51 -0.0111
C 3.64 -4.10 0.85 0.0036
C 3.87 -5.39 1.33 0.0013
C 2.82 -6.27 1.46 -0.0001
C 1.53 -5.88 1.12 0.0025
H -3.11 -5.89 -0.45 -0.0007
H -4.55 -7.15 1.08 0.0001
H -4.07 -7.19 3.51 0.0002
H -2.08 -5.98 4.37 0.0000
H -0.60 -4.77 2.83 0.0001
H 1.28 -3.48 -2.26 -0.0028
H 1.68 -4.26 -4.56 0.0000
H 0.34 -6.12 -5.49 0.0000
H -1.38 -7.21 -4.08 0.0000
H -1.75 -6.45 -1.78 -0.0001
H 2.16 -2.72 0.15 0.0052
H 4.45 -3.40 0.74 0.0001
H 4.88 -5.69 1.59 0.0001
H 2.99 -7.28 1.84 0.0000
H 0.71 -6.59 1.22 -0.0002


123
Properties=species:S:1:pos:R:3:mulliken_charge:R:1 method="wB97M-V/def2-TZVPD" energy_ev=-253883.6075 charge=-1 lumo_energy_ev=-2.536 homo_lumo_gap_ev=1.28
C 1.66 2.59 1.33 -0.5978
C 2.61 2.17 0.15 -0.8850
O 3.52 1.11 0.47 -0.6360
C 3.77 0.99 1.86 0.1968
C 3.15 -0.16 2.64 0.7915
C 2.25 -1.27 2.03 -0.4420
C 1.10 -0.75 1.09 0.2317
O 0.61 -1.91 0.38 -0.8322
Si -1.02 -1.71 -0.10 0.9679
C -1.43 -3.24 -1.18 -0.6475
C -1.32 -0.19 -1.24 -0.8414
C -2.25 -1.79 1.37 -0.6541
C 3.45 -0.26 4.09 -0.2269
C 2.86 -1.42 4.99 0.0193
F 3.18 -1.25 6.36 -0.3689
C 3.36 -2.85 4.56 -0.4621
C 2.11 -3.85 4.49 -1.0608
C 4.34 0.80 4.66 0.5463
N 4.78 0.94 5.97 -0.5120
S 5.79 2.23 6.18 0.1102
N 5.82 2.82 4.61 -0.6380
C 5.00 1.98 3.91 0.5472
C 4.65 2.00 2.45 1.0679
C 5.31 3.15 1.59 -0.9451
B 6.41 2.45 0.61 0.4628
O 6.57 2.81 -0.76 -0.4986
O 7.28 1.43 1.11 -0.5539
H 1.17 1.71 1.86 -0.5559
H 2.27 3.24 2.03 0.7798
H 0.86 3.30 0.91 0.7181
H 3.12 3.08 -0.28 0.2296
H 1.93 1.77 -0.67 0.4736
H 2.92 -1.91 1.39 0.3711
H 1.78 -1.96 2.77 -0.4599
H 1.43 -0.03 0.30 -0.0572
H 0.26 -0.31 1.72 -0.0125
H -0.98 -3.10 -2.21 0.2321
H -2.53 -3.42 -1.26 0.0351
H -0.94 -4.18 -0.77 0.2392
H -0.86 0.76 -0.87 0.2228
H -0.93 -0.49 -2.26 0.2566
H -2.44 -0.10 -1.38 0.2092
H -2.07 -0.95 2.10 0.2347
H -2.07 -2.81 1.84 0.2294
H -3.33 -1.82 1.01 0.2868
H 1.74 -1.30 4.91 0.1459
H 3.75 -2.75 3.51 0.2357
H 4.11 -3.30 5.26 0.4770
H 2.17 -4.55 3.60 0.3214
H 1.94 -4.41 5.45 0.3430
H 1.17 -3.25 4.31 0.2343
H 5.91 3.84 2.25 0.4981
H 4.57 3.76 1.03 -0.3327
H 6.25 2.09 -1.33 0.2838
H 6.87 0.56 0.95 0.3163
Ca -0.06 2.64 3.36 1.2078
Cl -5.33 5.23 3.66 -0.1171
C -4.61 6.27 4.90 -0.4792
C -3.19 6.64 4.57 -0.4898
Cl -2.12 5.21 4.67 -0.1381
H -4.68 5.75 5.86 0.3658
H -5.23 7.17 4.96 0.2792
H -2.81 7.37 5.27 0.3227
H -3.11 7.05 3.56 0.3168
C -7.56 -1.42 -2.35 -0.6794
C -6.53 -2.03 -1.76 0.0044
C -5.55 -1.28 -0.92 0.8587
O -4.63 -1.87 -0.39 -0.4864
C -5.73 0.17 -0.78 -0.9378
C -6.76 0.78 -1.37 0.3245
C -7.75 0.02 -2.19 0.9194
O -8.69 0.62 -2.70 -0.6229
O -6.95 2.11 -1.26 -0.5687
O -6.33 -3.36 -1.90 -0.4965
H -8.28 -1.95 -2.96 0.4510
H -5.01 0.70 -0.19 0.5141
H -7.75 2.30 -1.77 0.3450
H -5.53 -3.56 -1.38 0.2348
Br -5.86 3.11 5.07 -0.6697
O -0.63 -6.94 -1.57 -0.2732
P 0.71 -6.79 -2.32 0.5631
O 0.69 -5.48 -3.16 -0.7384
O 0.89 -7.98 -3.30 -0.8007
O 1.86 -6.76 -1.32 -0.6821
Ca -0.29 -6.18 -5.05 1.3456
F 3.82 4.05 -7.28 -0.2675
C 4.61 3.99 -6.19 0.4949
C 4.04 4.14 -4.94 -0.2511
C 4.85 4.07 -3.81 -0.5761
C 6.22 3.86 -3.95 -0.7359
C 6.78 3.72 -5.21 -0.4382
C 5.97 3.77 -6.34 -0.5319
H 2.97 4.31 -4.85 0.4359
H 4.41 4.18 -2.82 0.5606
H 6.84 3.81 -3.07 0.5471
H 7.84 3.56 -5.32 0.3719
H 6.38 3.66 -7.33 0.3988
F 3.48 8.72 1.65 -0.4371
Al 4.23 7.29 0.99 0.7337
F 5.91 7.25 1.45 -0.4445
F 4.11 7.31 -0.76 -0.4409
F 3.43 5.87 1.61 -0.3866
C 0.81 4.36 -8.25 -0.6206
C -0.35 4.70 -7.44 0.3153
N -1.27 4.96 -6.80 -0.3623
H 1.57 3.83 -7.67 0.1346
H 0.54 3.72 -9.10 0.2890
H 1.29 5.26 -8.66 0.2468
C -7.38 -7.58 -0.03 -1.1492
C -6.49 -6.86 -1.03 -0.2876
O -5.55 -5.99 -0.43 -0.3300
C -4.61 -6.59 0.45 -0.2902
C -3.73 -7.63 -0.22 -1.1488
H -7.88 -6.87 0.62 0.3107
H -8.13 -8.18 -0.55 0.3988
H -6.80 -8.26 0.60 0.2705
H -7.12 -6.23 -1.67 0.2960
H -5.98 -7.56 -1.70 0.3176
H -5.12 -7.01 1.33 0.2826
H -3.97 -5.78 0.82 0.2864
H -4.31 -8.48 -0.57 0.2705
H -2.98 -8.00 0.48 0.4179
H -3.22 -7.20 -1.08 0.3514